Computed, not measured: a 2-piece molecular cluster, C4H6N2O2 overall, with ωB97M-V/def2-TZVPD.

XYZ file:
```
14
Properties=species:S:1:pos:R:3:mulliken_charge:R:1
O 2.80135 -1.00264 -0.14876 -0.38
O 1.97082 1.06116 -0.79209 -0.50
N -0.97084 -2.06220 -0.41270 -0.83
N -0.59302 1.06677 0.47546 -0.18
C -0.99774 0.42293 -0.74196 -0.47
C 0.03709 -0.22188 0.97132 -1.07
C 2.30182 -0.00493 -0.44998 0.85
C -0.66974 -0.87987 -0.07415 0.68
H -2.01037 0.61167 -1.06769 0.34
H -0.62671 -2.74416 0.29501 0.22
H -1.32443 1.37207 1.15141 0.35
H -0.24891 0.77110 -1.40702 0.24
H 0.42620 -0.45176 1.91754 0.45
H -0.09552 2.06172 0.28362 0.32
```

## Properties
- Orbital gap: 0.273 Ha
- Energy relative to the best compared isomer or geometry (same formula, charge and spin): 3.503 eV
- HOMO energy: -7.219 eV
- Electronic energy: -11317.539 eV

=====

Computed, not measured: C4H10N5O2 as an isolated structure, with ωB97M-V/def2-TZVPD.

XYZ file:
```
21
Properties=species:S:1:pos:R:3:mulliken_charge:R:1
O -2.53773 1.08722 0.54378 -0.40
O -1.23025 -0.67555 1.17458 -0.62
N -1.54298 -2.22883 -2.66550 -0.83
N 2.08997 0.19479 1.94755 -0.27
N 1.08777 0.30397 1.04695 -0.04
N -1.60070 -1.65534 -1.40947 0.03
N -1.92740 -0.10331 0.19652 0.50
C 2.72064 1.59603 0.41474 -0.72
C 3.16172 0.90957 1.55027 -0.09
C -2.02386 -0.41963 -1.00838 -0.09
C 1.43846 1.23705 0.21787 0.06
H -2.46799 1.24268 1.45002 0.37
H -0.15479 -0.21263 1.20314 0.50
H 2.05902 -0.42611 2.76456 0.22
H -1.07939 -1.48627 -3.21842 0.27
H -2.50558 -2.21594 -3.09843 0.29
H 3.41020 2.25659 -0.15695 0.31
H -1.02734 -2.21212 -0.80291 0.31
H -2.57782 0.20938 -1.66675 0.45
H 3.90078 1.04619 2.23544 0.46
H 0.80727 1.55227 -0.71861 0.29
```

## Properties
- Orbital gap: 0.376 Ha
- Energy relative to the best compared isomer or geometry (same formula, charge and spin): 6.000 eV
- HOMO energy: -13.157 eV
- Electronic energy: -15843.990 eV
- Net charge: +1

=====

Computed, not measured: one molecule with the formula C5H7BrO, with ωB97M-V/def2-TZVPD.

XYZ file:
```
14
Properties=species:S:1:pos:R:3:mulliken_charge:R:1
Br -2.90332 0.66683 -0.05812 -0.35
O -1.60506 -1.96780 0.11656 -0.52
C -0.56359 -0.23192 1.50104 -0.64
C 0.42834 0.64935 1.28443 -0.39
C 0.67590 0.78527 -0.21303 -0.38
C -0.12634 -0.31520 -0.88596 -0.68
C -1.06149 -0.75758 0.18713 0.45
H -0.52036 0.18722 -1.82021 0.28
H -2.28721 -2.11150 -0.57025 0.44
H -0.94390 -0.30223 2.48046 0.41
H 0.89615 1.33505 1.91928 0.47
H 0.12327 1.76842 -0.60564 0.26
H 0.38016 -1.14695 -1.14635 0.36
H 1.78488 0.71130 -0.37082 0.29
```

## Properties
- Orbital gap: 0.332 Ha
- Energy relative to the best compared isomer or geometry (same formula, charge and spin): 0.559 eV
- HOMO energy: -9.118 eV
- Electronic energy: -77386.957 eV

=====

Computed, not measured: an isolated ion of composition C3H8N3S and charge +1, with ωB97M-V/def2-TZVPD.

XYZ file:
```
15
Properties=species:S:1:pos:R:3:mulliken_charge:R:1
S 1.27748 -1.22383 -0.02204 -0.11
N 0.69328 1.35637 -0.07978 -0.27
N -0.94193 -0.08682 -1.23622 -0.31
N 1.88680 1.31365 0.08410 -0.13
C 2.56235 0.10402 0.07498 -0.31
C 0.03331 0.07102 -0.10835 0.52
C -0.90854 -0.00983 1.14334 -1.58
H -1.72050 -0.75080 -0.79352 0.44
H -0.43977 0.39858 2.16330 0.31
H -1.37316 0.89780 -1.51249 0.40
H -1.14664 -1.04444 1.35790 0.51
H 3.35822 0.07018 0.84450 0.34
H -1.82815 0.47419 1.01416 0.47
H -0.49246 -0.41450 -2.15432 0.41
H 3.25738 -0.03201 -0.89040 0.30
```

## Properties
- Orbital gap: 0.350 Ha
- Energy relative to the best compared isomer or geometry (same formula, charge and spin): 2.496 eV
- HOMO energy: -13.703 eV
- Electronic energy: -18537.010 eV
- Net charge: +1

=====

Computed, not measured: one molecule with the formula C15H24N2O4S2, with ωB97M-V/def2-TZVPD.

XYZ file:
```
47
Properties=species:S:1:pos:R:3:mulliken_charge:R:1
S 3.27001 0.19214 -0.38814 1.27
S 0.49634 1.22024 -1.05902 -0.13
O 0.52230 -1.40183 0.60129 -0.14
O 4.29892 0.61837 0.50982 -0.74
O -3.52659 2.07250 1.28279 -0.67
O 3.46624 0.30048 -1.80155 -0.70
N 3.00779 -1.42220 -0.06755 0.01
N -2.78730 0.51708 -0.17751 0.12
C 2.18520 -2.15830 -0.99685 -0.92
C 1.33851 -1.64523 1.72677 -0.62
C 2.82628 -1.77271 1.31777 -0.77
C -2.85621 -1.86046 0.30772 0.08
C -1.75950 2.69560 -0.24262 -1.35
C -3.65642 -0.55700 0.26962 -0.25
C -4.66933 -0.90857 -2.06920 -1.18
C -3.59808 -2.99196 1.00858 -1.65
C -2.79390 1.73861 0.37963 0.66
C 1.81340 1.10653 0.03401 -0.01
C 0.75880 -2.33234 -0.43214 -0.28
C -0.38388 2.22117 0.05837 0.51
C 1.59330 1.79894 1.18311 -0.21
C 0.33503 2.43354 1.19828 -0.88
C -4.92539 -0.60819 -0.59655 -0.71
H -0.02592 3.02772 2.01809 0.51
H -2.95836 -3.86821 1.08491 0.43
H 2.64784 -3.13345 -1.18472 0.26
H -5.60415 -0.85689 -2.62226 0.42
H 1.17278 -0.79487 2.38988 0.39
H -2.60382 -2.16443 -0.71008 0.26
H 1.00242 -2.56339 2.23223 0.40
H -3.96198 -0.29011 1.28841 0.47
H 0.00474 -2.13385 -1.19447 0.18
H -1.92239 3.68025 0.19719 0.36
H -4.25583 -1.90482 -2.20455 0.27
H -2.11902 0.30497 -0.90148 0.26
H -3.98278 -0.18288 -2.49919 0.24
H -5.41472 0.36401 -0.51042 0.42
H -1.92424 2.74705 -1.31916 0.35
H 3.18097 -2.79883 1.45837 0.32
H -5.60334 -1.35468 -0.18211 0.44
H 2.32367 1.85376 1.96937 0.57
H -4.49303 -3.27417 0.46026 0.36
H -1.92035 -1.66069 0.83386 0.05
H 2.18882 -1.58561 -1.92434 0.43
H 3.46040 -1.09867 1.89216 0.36
H 0.61652 -3.35203 -0.04560 0.45
H -3.88940 -2.69142 2.01214 0.36
```

## Properties
- Orbital gap: 0.341 Ha
- Energy relative to the best compared isomer or geometry (same formula, charge and spin): 0.000 eV
- HOMO energy: -8.919 eV
- Electronic energy: -48784.727 eV

=====

Computed, not measured: a 2-piece molecular cluster, C3H3F2I overall, with ωB97M-V/def2-TZVPD.

XYZ file:
```
9
Properties=species:S:1:pos:R:3:mulliken_charge:R:1
I -2.99185 0.10729 -0.30369 0.21
F 0.18437 -0.34323 -1.06441 -0.21
F 1.64761 -0.60469 0.56192 -0.22
C -1.42284 1.31523 0.29084 -0.76
C 0.94295 -1.25790 -0.36610 0.14
C -0.40339 1.87328 0.57910 0.23
H 0.25119 2.50025 1.23103 0.31
H 0.16263 -1.92942 0.13395 0.14
H 1.62932 -1.66081 -1.06263 0.16
```

## Properties
- Orbital gap: 0.359 Ha
- Energy relative to the best compared isomer or geometry (same formula, charge and spin): 2.364 eV
- HOMO energy: -9.533 eV
- Electronic energy: -16692.094 eV

=====

Copy entry 2 word for word.
Computed, not measured: C4H10N5O2 as an isolated structure, with ωB97M-V/def2-TZVPD.

XYZ file:
```
21
Properties=species:S:1:pos:R:3:mulliken_charge:R:1
O -2.53773 1.08722 0.54378 -0.40
O -1.23025 -0.67555 1.17458 -0.62
N -1.54298 -2.22883 -2.66550 -0.83
N 2.08997 0.19479 1.94755 -0.27
N 1.08777 0.30397 1.04695 -0.04
N -1.60070 -1.65534 -1.40947 0.03
N -1.92740 -0.10331 0.19652 0.50
C 2.72064 1.59603 0.41474 -0.72
C 3.16172 0.90957 1.55027 -0.09
C -2.02386 -0.41963 -1.00838 -0.09
C 1.43846 1.23705 0.21787 0.06
H -2.46799 1.24268 1.45002 0.37
H -0.15479 -0.21263 1.20314 0.50
H 2.05902 -0.42611 2.76456 0.22
H -1.07939 -1.48627 -3.21842 0.27
H -2.50558 -2.21594 -3.09843 0.29
H 3.41020 2.25659 -0.15695 0.31
H -1.02734 -2.21212 -0.80291 0.31
H -2.57782 0.20938 -1.66675 0.45
H 3.90078 1.04619 2.23544 0.46
H 0.80727 1.55227 -0.71861 0.29
```

## Properties
- Orbital gap: 0.376 Ha
- Energy relative to the best compared isomer or geometry (same formula, charge and spin): 6.000 eV
- HOMO energy: -13.157 eV
- Electronic energy: -15843.990 eV
- Net charge: +1